1 | # C2H4O2P

The ion C2H4O2P with charge +1 (the ωB97M-V functional and the def2-TZVPD basis, the OMol25 dataset).

Calculated values
charge	+1
frontier orbital gap	8.8	eV
LUMO level	-7.42	eV

Last column: natural (NBO) charge in e.
Cartesian coordinates (Å):
P: -1.558 -1.469 0.149  1.735
O: 0.119 -1.523 -0.488  -0.688
O: -1.480 0.023 0.518  -0.734
C: -0.279 0.710 0.300  -0.098
C: 0.769 -0.332 -0.319  -0.113
H: 1.125 0.237 -1.153  0.228
H: -0.519 1.606 -0.468  0.229
H: 1.657 -0.405 0.381  0.218
H: 0.164 1.154 1.080  0.224



2 | # C2H4O2P

The ion C2H4O2P with charge +1 (the ωB97M-V functional and the def2-TZVPD basis, the OMol25 dataset).

Calculated values
charge	+1
frontier orbital gap	9.7	eV
LUMO level	-7.08	eV

Last column: natural (NBO) charge in e.
Cartesian coordinates (Å):
P: 2.862 -0.062 -0.071  1.692
O: 1.634 -1.192 -0.074  -0.763
O: 2.227 1.216 0.274  -0.951
C: 0.342 -0.734 0.220  -0.214
C: 0.183 0.621 -0.313  0.170
H: -0.511 -1.279 -0.325  0.311
H: 0.576 0.878 -1.295  0.244
H: 0.283 -0.980 1.266  0.272
H: -0.577 1.199 0.123  0.238



Unit: eV. Relative energies: 1 0.000; 2 0.326.



1 | # C9H36O9

A cluster of 9 separate species, C9H36O9 in total (the ωB97M-V functional and the def2-TZVPD basis, the OMol25 dataset).

Calculated values
charge	0
frontier orbital gap	10.3	eV
LUMO level	0.00	eV
SMILES	CC(C)O.CC(C)O.CC(C)O.O.O.O.O.O.O

Last column: natural (NBO) charge in e.
Cartesian coordinates (Å):
O: 11.980 -1.646 -1.267  -0.742
O: 17.104 -4.327 -4.389  -0.951
O: 16.799 -2.183 -2.551  -0.999
O: 18.591 -0.260 -3.875  -0.943
O: 14.005 -1.914 -3.575  -0.960
O: 16.307 -7.125 -1.486  -0.725
O: 14.256 -3.816 -5.272  -0.976
O: 17.805 -0.467 -0.475  -0.950
O: 20.866 -5.151 -3.835  -0.725
C: 11.895 -1.151 1.052  -0.632
C: 22.473 -3.931 -2.621  -0.616
C: 12.746 -1.127 -0.209  0.100
C: 14.746 -6.657 0.125  -0.627
C: 15.658 -6.022 -0.903  0.079
C: 21.100 -3.863 -3.351  0.089
C: 20.059 -3.422 -2.401  -0.646
C: 14.096 -1.890 -0.104  -0.648
C: 16.687 -5.160 -0.275  -0.615
H: 19.946 -5.425 -3.843  0.457
H: 22.485 -4.480 -1.679  0.210
H: 12.396 -0.642 1.876  0.215
H: 14.488 -1.736 0.901  0.217
H: 17.200 -4.587 -1.048  0.203
H: 11.870 -2.598 -1.211  0.473
H: 15.207 -3.892 -5.358  0.466
H: 18.009 -0.182 -4.631  0.457
H: 11.600 -2.169 1.306  0.204
H: 19.330 -2.793 -2.912  0.196
H: 13.913 -7.092 -0.428  0.204
H: 14.125 -3.024 -4.750  0.478
H: 19.525 -4.213 -1.875  0.213
H: 14.093 -2.947 -0.372  0.213
H: 21.172 -3.224 -4.231  0.164
H: 23.261 -4.304 -3.276  0.215
H: 16.973 -3.067 -2.873  0.504
H: 13.296 -1.773 -2.948  0.512
H: 17.452 -1.076 -1.124  0.487
H: 15.628 -7.686 -1.869  0.465
H: 14.336 -5.856 0.740  0.199
H: 14.414 -1.055 -3.673  0.479
H: 20.473 -2.810 -1.600  0.236
H: 17.402 -5.694 0.350  0.219
H: 17.733 -3.833 -4.914  0.483
H: 15.291 -7.336 0.780  0.225
H: 15.902 -1.999 -2.829  0.489
H: 15.198 -5.399 -1.670  0.164
H: 16.207 -4.458 0.407  0.210
H: 10.942 -0.667 0.836  0.222
H: 12.994 -0.106 -0.500  0.175
H: 17.586 -5.104 -4.106  0.486
H: 18.292 -1.049 -3.422  0.480
H: 17.048 -0.212 0.051  0.455
H: 14.843 -1.358 -0.693  0.208
H: 22.794 -2.924 -2.357  0.205



2 | # C9H36O9

A cluster of 9 separate species, C9H36O9 in total (the ωB97M-V functional and the def2-TZVPD basis, the OMol25 dataset).

Calculated values
charge	0
frontier orbital gap	10.0	eV
LUMO level	0.11	eV
SMILES	CC(C)O.CC(C)O.CC(C)O.O.O.O.O.O.O

Last column: natural (NBO) charge in e.
Cartesian coordinates (Å):
O: 1.386 -3.295 2.249  -0.971
O: 1.309 0.970 -1.476  -0.795
O: -3.765 3.195 -1.855  -0.946
O: -0.527 0.013 0.231  -0.991
O: 0.439 -2.884 -0.359  -0.760
O: 3.320 1.129 0.666  -1.007
O: 1.211 -0.195 2.344  -1.003
O: 0.246 -2.949 4.863  -0.970
O: -2.287 2.206 0.383  -0.769
C: -4.526 1.552 1.356  -0.631
C: -2.428 1.207 2.555  -0.649
C: 2.735 -3.881 -0.912  -0.626
C: 1.988 2.776 -2.724  -0.616
C: 0.787 2.114 -2.112  0.091
C: -0.266 1.761 -3.146  -0.634
C: 1.699 -2.714 -1.037  0.086
C: -3.121 2.155 1.559  0.102
C: 1.340 -2.456 -2.423  -0.606
H: 3.753 -3.500 -0.829  0.223
H: 1.673 3.640 -3.344  0.207
H: 2.009 0.221 1.901  0.519
H: 0.654 -3.146 0.572  0.487
H: -0.563 2.715 -3.591  0.204
H: 1.975 -4.021 1.914  0.483
H: 2.247 -2.139 -2.989  0.204
H: -3.179 3.205 1.949  0.177
H: -3.252 3.751 -2.488  0.453
H: -1.884 1.332 0.317  0.493
H: 0.773 -1.641 -2.594  0.216
H: -1.097 -0.722 0.211  0.500
H: 2.568 -4.724 -1.638  0.216
H: 2.132 -1.738 -0.687  0.163
H: -3.095 3.140 -1.195  0.485
H: -1.324 1.337 2.550  0.222
H: 2.644 0.987 -0.059  0.512
H: 2.702 3.088 -1.959  0.207
H: -1.166 1.327 -2.718  0.219
H: -2.620 0.169 2.391  0.197
H: -0.281 -2.171 4.613  0.490
H: 0.300 2.704 -1.312  0.165
H: -4.934 1.364 2.317  0.204
H: 1.048 -3.695 3.055  0.508
H: 0.080 1.089 -3.901  0.209
H: 2.442 2.027 -3.405  0.213
H: -2.724 1.445 3.567  0.212
H: -0.061 -3.304 5.699  0.486
H: -5.196 2.157 0.742  0.223
H: 0.017 0.133 1.007  0.523
H: -4.451 0.598 0.862  0.202
H: 2.581 -4.277 0.032  0.176
H: 0.957 -3.334 -2.964  0.199
H: 0.514 0.490 -1.076  0.511
H: 3.872 1.931 0.403  0.486
H: 1.345 -1.141 2.485  0.501



Unit: eV. Relative energies: 1 0.479; 2 0.000.